1.
14
Properties=species:S:1:pos:R:3:forces:R:3 method="wB97M-V/def2-TZVPD" multiplicity=1 smiles="C[C@H]1C=CNC1=O" de_lowest_kcal_mol=1.7 orbital_gap_ev=9.6 largest_force_ev_per_a=0.40 total_charge=0
C 0.7411 0.8149 -1.4259 0.04 0.07 -0.04
C -0.1029 -0.2083 -0.6606 -0.03 0.00 -0.04
C 0.6490 -1.0835 0.3110 -0.02 0.01 0.14
C 0.1277 -0.9238 1.5294 0.11 -0.06 -0.15
N -0.9411 -0.0140 1.5058 -0.06 0.09 -0.02
C -1.1365 0.4892 0.2366 -0.12 0.15 -0.08
O -1.9549 1.3261 -0.0813 0.27 -0.28 0.11
H 1.4333 0.3194 -2.1147 -0.12 0.04 0.12
H 1.3299 1.4277 -0.7360 -0.08 -0.09 -0.06
H 0.0895 1.4779 -2.0025 0.08 -0.10 0.09
H -0.6614 -0.8164 -1.3862 0.04 0.07 0.12
H 1.4740 -1.7337 0.0501 -0.13 0.10 0.07
H 0.4095 -1.3863 2.4669 -0.02 0.04 -0.15
H -1.4572 0.3109 2.3074 0.05 -0.03 -0.11


2.
50
Properties=species:S:1:pos:R:3:forces:R:3 method="wB97M-V/def2-TZVPD" multiplicity=1 de_lowest_kcal_mol=51.3 orbital_gap_ev=6.3 largest_force_ev_per_a=1.26 total_charge=-1
Zr -0.1297 0.6387 0.6574 -1.08 -0.21 -0.12
O -0.5089 -3.3124 0.3017 -0.02 -0.12 0.15
C -0.9803 -2.1929 0.4656 -0.29 0.25 0.16
N -0.6848 -1.3138 1.4564 1.15 -0.11 -0.48
C 0.3557 -1.7933 2.3675 -0.18 -0.02 0.08
C 0.7765 -0.6948 3.3163 -0.28 -0.43 -0.03
C 1.8141 -0.8885 4.2224 -0.05 0.05 0.10
C 2.1182 0.1317 5.0977 -0.03 0.07 0.00
C 1.3830 1.3141 5.0452 0.01 -0.03 0.03
C 0.3994 1.4324 4.0895 -0.13 -0.02 -0.07
N 0.0895 0.4396 3.2462 0.60 0.01 -0.51
C -2.0368 -1.6491 -0.4670 0.57 -0.51 0.37
C -2.7100 -2.5406 -1.2720 -0.34 0.31 -0.19
C -3.6972 -2.0218 -2.1041 0.07 -0.07 0.03
C -3.9260 -0.6614 -2.0800 0.00 0.08 0.01
C -3.1654 0.1581 -1.2474 -0.04 -0.01 -0.04
N -2.2216 -0.3251 -0.4456 0.29 -0.36 -0.08
H 1.2271 -2.1695 1.8229 0.04 0.02 0.01
H -0.0228 -2.6369 2.9554 0.01 -0.03 0.00
H 2.3696 -1.8170 4.2157 -0.01 0.00 0.00
H 2.9267 0.0216 5.8095 0.00 0.00 0.00
H 1.5969 2.1433 5.7044 0.01 -0.01 0.01
H -0.1671 2.3458 3.9584 0.05 0.03 0.00
H -2.4522 -3.5881 -1.2276 0.01 0.00 0.03
H -4.2703 -2.6704 -2.7561 -0.01 0.01 0.00
H -4.6799 -0.2014 -2.7047 0.00 0.00 0.01
H -3.3173 1.2237 -1.2554 0.02 0.05 0.00
Se -1.0162 3.0104 -0.4376 -0.26 0.64 -0.11
Se -2.7318 3.4895 -1.8624 0.32 -0.08 0.04
Se -4.3179 2.1325 1.1364 0.14 -0.13 0.18
Se -2.1243 2.1966 1.7123 -0.22 0.64 0.09
C 2.8880 -0.1824 -2.4024 0.06 -0.02 -0.02
P 1.1341 0.1228 -2.5868 -0.39 -0.39 -0.15
C 0.7860 1.6575 -3.4260 0.05 0.07 -0.02
C 0.5953 -1.1837 -3.7078 -0.02 0.02 -0.12
O 0.2828 -0.0855 -1.3510 0.23 0.19 0.62
H 3.2985 -0.3865 -3.3936 0.03 0.01 0.02
H 2.9904 -1.0716 -1.7789 0.03 0.02 0.01
H 3.4024 0.6501 -1.9349 -0.06 0.04 0.03
H 1.1431 1.5871 -4.4555 0.00 0.05 0.01
H 1.2454 2.4999 -2.9148 0.03 -0.04 0.05
H -0.2986 1.7951 -3.4160 0.00 0.03 -0.02
H 1.0799 -1.1201 -4.6832 0.01 0.01 0.03
H -0.4856 -1.1062 -3.8327 0.00 0.02 0.01
H 0.8192 -2.1485 -3.2510 0.00 0.01 0.02
O 2.0764 0.2801 0.7979 -0.14 0.77 -0.15
S 2.3395 1.8127 0.6673 -0.50 -0.83 0.55
O 2.1040 2.1448 -0.7337 0.33 0.16 -0.18
O 1.1189 2.2973 1.4554 -0.04 -0.02 -0.40
O 3.5840 2.2357 1.2266 0.03 -0.10 0.05


3.
9
Properties=species:S:1:pos:R:3:forces:R:3 method="wB97M-V/def2-TZVPD" multiplicity=1 smiles="Nn1onnc1=S" de_lowest_kcal_mol=56.7 orbital_gap_ev=7.8 largest_force_ev_per_a=4.99 total_charge=0
C -0.6186 -0.7891 0.0406 -1.63 0.56 -0.47
H -0.2454 1.7397 0.9720 0.05 -0.42 0.03
H -0.4310 1.8953 -0.7082 1.58 -0.62 1.95
N 0.1960 1.4847 0.0901 -2.10 3.83 -2.41
N 0.2721 0.1994 -0.1216 0.33 -1.54 0.25
N 1.4328 -1.6776 -0.0880 -4.44 1.77 1.30
N 0.1627 -1.9008 0.1870 3.76 -1.88 -1.31
O 1.5510 -0.2776 -0.2467 0.22 -1.67 0.06
S -2.3196 -0.6740 -0.1254 2.23 -0.02 0.60


4.
12
Properties=species:S:1:pos:R:3:forces:R:3 method="wB97M-V/def2-TZVPD" multiplicity=1 de_lowest_kcal_mol=160.0 orbital_gap_ev=7.7 largest_force_ev_per_a=7.08 total_charge=+1
C 3.2152 -0.5030 0.2946 1.12 0.30 -0.30
C 2.6400 0.5045 -0.3968 -0.64 0.22 -0.53
C 1.0541 -0.8511 0.2050 -3.24 -1.18 0.64
C -0.8686 0.2238 0.2363 -6.51 2.66 -0.78
N 2.2575 -1.3250 0.6441 -0.35 1.51 0.80
N 1.7596 0.8632 -1.1350 1.44 0.37 1.62
O 0.2051 -0.1960 0.9252 5.03 -2.41 0.71
H -1.2951 -0.4798 -0.5327 0.53 0.22 1.30
H -0.7207 1.1497 -0.3349 0.65 -0.08 0.35
H -1.6780 0.5665 1.0648 1.74 -1.22 -2.09
H 2.3964 -2.2860 0.8702 0.24 -0.96 0.31
H 1.6520 0.9885 -2.0971 -0.01 0.59 -2.03